C25H38FGaN11O2S3 as an isolated structure, computed with ωB97M-V with the def2-TZVPD basis set.

The calculation puts the HOMO-LUMO gap at 7.74 eV. The value obtained for the total energy is -134622.9124 eV. The charge is +1.

Positions of all 81 atoms, in Å:
Ga -0.655 -0.376 -1.049
C -1.102 2.700 -2.745
N -2.351 1.996 -2.533
C -3.399 1.983 -3.546
C -4.618 1.503 -2.748
N -4.026 1.004 -1.502
C -4.656 -0.110 -0.806
C -2.722 1.341 -1.427
N -1.857 1.089 -0.433
C -2.392 1.073 0.961
C -1.880 2.209 1.861
N -0.467 2.135 2.071
C 0.317 2.648 2.918
N 0.085 3.403 4.049
C -1.214 3.944 4.377
C 1.290 4.072 4.500
C 2.377 3.165 3.948
N 1.738 2.583 2.778
C 1.302 1.715 0.181
H -1.320 3.684 -3.160
H -0.452 2.161 -3.434
H -0.594 2.821 -1.792
H -3.136 1.309 -4.363
H -3.533 2.985 -3.951
H -5.137 0.690 -3.252
H -5.335 2.299 -2.550
H -5.153 -0.739 -1.544
H -5.397 0.237 -0.084
H -3.904 -0.717 -0.317
H -2.183 0.109 1.429
H -3.472 1.201 0.934
H -2.499 2.153 2.764
H -2.138 3.153 1.363
H -1.596 4.628 3.612
H -1.126 4.497 5.310
H -1.940 3.150 4.535
H 1.312 4.146 5.586
H 1.372 5.082 4.080
H 2.658 2.392 4.676
H 3.272 3.724 3.675
H 1.741 2.676 0.441
H 0.252 1.868 -0.010
H 2.056 -0.040 0.960
N 3.720 -5.544 -1.518
C 3.137 -4.361 -1.925
C 3.872 -3.168 -1.919
C 3.288 -1.979 -2.298
C 1.944 -1.970 -2.674
C 1.195 -3.142 -2.680
C 1.793 -4.330 -2.310
S 1.179 -0.457 -3.068
O 1.816 0.175 -4.176
O -0.279 -0.751 -3.141
N 1.073 0.432 -1.727
C 2.026 1.080 -0.934
N 1.522 0.756 1.299
C 2.429 1.436 2.187
C 3.700 1.825 1.418
C 4.011 1.589 0.121
N 3.296 0.985 -0.962
H 4.726 -5.571 -1.489
H 3.305 -6.397 -1.856
H 4.914 -3.183 -1.622
H 3.858 -1.058 -2.282
H 0.153 -3.119 -2.973
H 1.219 -5.251 -2.330
H 2.709 0.735 2.985
H 4.507 2.256 2.004
H 5.017 1.860 -0.173
S 0.076 -1.739 0.769
C -0.539 -3.314 0.552
N 0.046 -4.282 1.237
C -0.319 -5.662 0.923
C -1.692 -5.570 0.269
S -1.840 -3.892 -0.429
H 0.869 -4.063 1.779
H -0.342 -6.254 1.835
H 0.424 -6.089 0.248
H -2.497 -5.715 0.987
H -1.803 -6.290 -0.538
F -2.033 -1.523 -1.351

Results of the Löwdin charge analysis, in e, for atoms 1 through 8: 0.220, 0.002, -0.067, -0.076, -0.079, -0.059, -0.023, -0.353

***

One molecule with the formula C5H8O, computed with ωB97M-V with the def2-TZVPD basis set.

The calculation puts the HOMO-LUMO gap at 10.37 eV. As for the SMILES: C[C@H]1CCC1=O. The value obtained for the total energy is -7360.9492 eV. As for the energy relative to the best compared isomer or geometry (same formula, charge and spin): 126.01 kJ/mol.

Positions of all 14 atoms, in Å:
C 1.797 -0.484 0.181
C 0.488 0.303 0.079
C -0.583 -0.326 -0.789
C -1.714 0.451 -0.129
C -0.717 0.517 1.145
O -0.855 0.465 2.336
H 2.376 -0.210 1.059
H 1.608 -1.563 0.212
H 2.447 -0.315 -0.692
H 0.691 1.307 -0.331
H -0.321 -0.176 -1.830
H -0.689 -1.394 -0.558
H -1.826 1.462 -0.538
H -2.701 -0.035 -0.145

Results of the Löwdin charge analysis, in e, for atoms 1 through 8: -0.062, -0.282, -0.210, -0.082, -0.280, 0.102, 0.070, 0.075

***

C6H12N2 as an isolated structure, computed with ωB97M-V with the def2-TZVPD basis set.

The calculation puts the HOMO-LUMO gap (alpha / beta) at 7.54 / 7.54 eV. The value obtained for the total energy is -9393.3695 eV. As for the energy relative to the best compared isomer or geometry (same formula, charge and spin): 335.80 kJ/mol.

Positions of all 20 atoms, in Å:
C -0.415 -1.990 -0.737
C -0.693 -0.986 1.027
C -1.329 0.343 0.632
C 1.572 1.482 1.010
N 0.340 -1.589 0.307
N -0.148 -1.561 -2.017
C -0.543 1.193 -0.350
C 0.693 1.668 -0.191
H 1.308 -1.275 0.198
H -1.132 -2.786 -0.604
H -0.751 -1.256 2.076
H -0.779 -1.848 -2.748
H 0.219 -0.625 -2.111
H -2.342 0.219 0.230
H -1.466 0.917 1.558
H -1.068 1.463 -1.263
H 1.102 2.299 -0.977
H 2.568 1.134 0.718
H 1.715 2.434 1.530
H 1.148 0.765 1.712

Results of the Löwdin charge analysis, in e, for atoms 1 through 8: -0.249, -0.199, -0.222, -0.102, -0.072, 0.113, -0.152, -0.182

***

Which largest force on an atom belongs to each record? In order, 0.6 1.3 0.7 eV Å⁻¹.